[1]
DFT (ωB97M-V/def2-TZVPD) results for a 2-piece molecular cluster, C14H16O overall at a distorted geometry.

```
31
Properties=species:S:1:pos:R:3:mulliken_charge:R:1
C -0.26 1.60 2.64 -1.4204
C -0.67 0.29 2.04 0.8018
C -1.39 0.35 0.83 -0.4306
C -1.81 -0.81 0.23 -0.3438
C -1.65 -2.03 0.90 0.0798
O -2.00 -3.20 0.24 -0.6071
C -0.99 -2.12 2.10 -0.6150
C -0.53 -0.92 2.67 -0.5950
H -1.05 2.36 2.67 0.3375
H 0.55 2.09 2.10 0.2019
H 0.08 1.43 3.65 0.3981
H -1.66 1.31 0.43 0.4191
H -2.34 -0.86 -0.71 0.7353
H -1.35 -3.46 -0.44 0.3051
H -0.75 -3.01 2.64 0.4269
H 0.05 -0.93 3.59 0.3078
C -0.06 -1.06 -2.76 -1.3166
C 0.68 0.08 -2.11 0.8619
C 1.93 -0.20 -1.57 -0.5269
C 2.64 0.75 -0.86 -0.5550
C 2.07 2.02 -0.69 -0.4646
C 0.80 2.26 -1.18 -0.3802
C 0.04 1.28 -1.80 -0.5306
H -0.49 -0.87 -3.75 0.3855
H -0.76 -1.58 -2.10 0.0613
H 0.70 -1.73 -3.17 0.4357
H 2.47 -1.12 -1.77 0.3552
H 3.59 0.56 -0.37 0.3875
H 2.63 2.75 -0.14 0.4340
H 0.42 3.26 -1.01 0.3804
H -0.89 1.53 -2.29 0.4710
```

## Properties
Structure (SMILES): Cc1ccc(O)cc1.Cc1ccccc1
Relative energy (zero: lowest compared OMol25 entry of this formula, charge and spin): 19.16 kcal per mole
Molar mass: 200.28 g mol⁻¹



[2]
DFT (ωB97M-V/def2-TZVPD) results for C6H10N2O as an isolated structure at a distorted geometry.

```
19
Properties=species:S:1:pos:R:3:mulliken_charge:R:1
C -1.54 0.20 1.75 -0.7899
C -1.19 2.37 0.48 0.1748
C -0.16 0.30 -0.25 0.0639
C 0.04 -0.99 -0.21 -1.0369
C 0.89 -1.77 -1.24 0.0536
C 2.32 -1.82 -1.07 -0.3959
H -2.59 -0.24 1.61 0.2390
H -0.53 -0.62 1.85 0.3019
H -1.57 0.93 2.89 0.2972
H -1.63 2.88 1.32 0.3588
H -0.20 2.85 -1.25 0.2364
H 0.46 0.95 -0.82 0.3327
H -0.60 -1.70 0.39 0.2742
H 0.46 -2.63 -1.81 0.3537
H 3.02 -2.62 -1.55 0.2285
H 2.75 -1.26 -0.23 0.2458
N -1.08 0.94 0.59 0.1455
N -0.66 3.23 -0.30 -0.6465
O 1.81 -0.99 -2.15 -0.4368
```

## Properties
Relative energy (zero: lowest compared OMol25 entry of this formula, charge and spin): 116.81 kcal per mole
Molar mass: 126.16 g mol⁻¹



[3]
DFT (ωB97M-V/def2-TZVPD) results for a 9-piece molecular cluster, H15O7S overall at a distorted geometry.

```
23
Properties=species:S:1:pos:R:3:mulliken_charge:R:1
S 0.76 1.12 3.10 -0.1059
H 1.12 1.90 2.09 0.2804
H 1.71 0.20 1.11 0.2455
H 2.02 0.77 -0.30 0.4462
O 2.15 -0.02 0.20 -0.6484
H 0.07 1.07 -1.48 0.4741
H -0.03 2.10 -0.37 0.4177
O 0.44 1.96 -1.20 -0.6592
H -1.66 -0.52 -1.35 0.4385
H -0.27 -0.76 -3.41 0.1755
O -0.38 -0.68 -2.47 -0.8816
H -0.13 -1.07 1.99 0.3629
H -1.88 -0.83 0.13 0.4625
O -2.32 -0.34 -0.59 -0.6694
H -0.02 0.05 0.24 -0.2921
H 0.16 -1.94 0.74 0.3804
O -0.39 -1.89 1.53 -0.5817
H -1.79 1.16 0.44 0.3963
H -0.76 1.36 1.48 0.1879
O -1.69 1.65 1.24 -0.5616
H 0.46 -1.64 -1.67 0.4468
H 1.50 -1.49 -0.55 0.4691
O 0.92 -2.16 -0.90 -0.7840
```

## Properties
Relative energy (zero: lowest compared OMol25 entry of this formula, charge and spin): 135.65 kcal per mole
Molar mass: 159.18 g mol⁻¹
2S+1: 2



[4]
DFT (ωB97M-V/def2-TZVPD) results for C28H46BrN3P2SZn as an isolated structure at a distorted geometry.

```
82
Properties=species:S:1:pos:R:3:mulliken_charge:R:1
N 4.61 1.54 -6.96 -0.5177
C 4.38 0.24 -6.82 -0.3476
C 3.76 -0.27 -5.69 -0.4665
C 3.37 0.61 -4.61 0.4428
C 3.64 1.99 -4.83 -0.3839
C 4.29 2.41 -6.00 -0.3818
C 2.71 0.17 -3.39 -0.0539
Zn 1.43 -0.16 -0.51 0.2711
P -3.66 0.37 1.62 -0.4268
C 1.88 0.99 -2.61 -0.5876
C 0.46 0.60 -2.42 0.9530
C -0.70 1.41 -2.73 -0.5294
C -1.95 0.82 -2.90 -0.2509
C -2.09 -0.59 -2.94 -0.3795
C -0.99 -1.42 -2.59 -0.9343
C 0.25 -0.84 -2.33 -0.6226
Br -3.66 -1.40 -3.47 -0.0214
H 2.73 -0.93 -3.27 0.3984
H 2.19 2.03 -2.52 0.6844
H 3.49 -1.34 -5.66 0.3470
H 3.28 2.72 -4.11 0.3390
H 4.65 -0.40 -7.66 0.3858
H 4.47 3.48 -6.16 0.3654
H -0.60 2.51 -2.84 0.4996
H 1.12 -1.53 -2.29 0.4876
H -2.84 1.46 -2.97 0.4626
H -1.05 -2.50 -2.57 0.6482
P 1.47 0.91 1.75 0.5698
C -4.28 -0.24 0.05 0.7260
C -5.71 0.19 -0.33 -1.3319
H -4.23 -1.35 0.14 0.3686
H -3.55 0.10 -0.70 -0.6754
H -6.00 -0.27 -1.28 0.3305
H -6.45 -0.13 0.42 0.3849
H -5.81 1.28 -0.46 0.3233
C -2.95 2.00 1.24 0.8641
C -3.72 3.09 2.01 -1.4419
H -3.05 2.15 0.16 0.3140
H -1.90 1.98 1.53 -0.9190
H -3.37 4.09 1.75 0.4173
H -4.80 3.06 1.81 0.3778
H -3.59 2.99 3.09 0.3762
C -2.41 -0.80 2.24 2.2500
C -2.77 -1.42 3.62 -1.4780
H -1.53 -0.11 2.36 -0.8303
H -2.18 -1.61 1.52 -0.8345
H -1.85 -1.78 4.13 0.3288
H -3.27 -0.70 4.30 0.4261
H -3.45 -2.29 3.52 0.3629
C 1.66 -0.02 3.33 -0.0878
C 2.87 0.48 4.10 -1.2551
H 1.74 -1.09 3.04 0.2944
H 0.74 0.03 3.95 0.3730
H 3.79 0.04 3.70 0.3163
H 2.97 1.56 4.03 0.2612
H 2.87 0.25 5.17 0.3895
C 0.68 2.49 2.38 -0.7432
C 0.60 3.54 1.25 -1.2344
H 1.20 2.91 3.28 0.5884
H -0.32 2.22 2.76 0.5045
H 1.60 3.89 0.99 0.3553
H 0.11 3.10 0.37 0.2192
H 0.00 4.42 1.56 0.4109
C 3.20 1.48 1.22 -0.6533
C 4.27 0.40 0.99 -1.4141
H 3.61 2.28 1.85 0.6387
H 3.01 1.97 0.26 0.4679
H 4.61 0.38 -0.06 0.2975
H 5.18 0.60 1.58 0.3427
H 3.93 -0.62 1.24 0.3610
S 1.34 -2.42 0.55 -0.3756
C 0.15 -3.55 1.05 0.1916
N -1.20 -3.64 0.83 -0.0354
C -1.84 -4.64 1.69 -0.1803
C -0.65 -5.38 2.31 -0.6069
N 0.47 -4.54 1.91 -0.1721
H -1.66 -3.23 0.01 0.2091
H -2.51 -5.30 1.11 0.4032
H -2.41 -4.13 2.48 -0.0390
H -0.52 -6.41 1.90 0.3105
H -0.69 -5.44 3.42 0.3445
H 1.44 -4.73 2.16 0.2276
```

## Properties
Relative energy (zero: lowest compared OMol25 entry of this formula, charge and spin): 53.91 kcal per mole
Molar mass: 664.01 g mol⁻¹
Total charge: +2



[5]
DFT (ωB97M-V/def2-TZVPD) results for a 2-piece molecular cluster, C2H9N2 overall at a distorted geometry.

```
13
Properties=species:S:1:pos:R:3:mulliken_charge:R:1
C 2.45 4.38 -3.52 -0.9966
H 1.44 3.81 -3.50 0.2049
H 2.31 4.67 -4.57 0.2855
H 2.30 5.35 -3.02 0.2409
H 3.13 3.87 -2.83 0.2653
N -1.27 -3.73 1.49 -0.3117
C -1.89 -2.61 1.97 0.2900
N -1.26 -1.84 2.90 -0.3256
H -0.35 -3.90 1.86 0.2345
H -1.88 -4.34 1.05 0.2559
H -2.82 -2.22 1.51 0.3307
H -1.81 -1.20 3.45 0.2757
H -0.35 -2.25 3.21 0.2505
```

## Properties
Relative energy (zero: lowest compared OMol25 entry of this formula, charge and spin): 34.84 kcal per mole
Molar mass: 61.11 g mol⁻¹
Total charge: +1



[6]
DFT (ωB97M-V/def2-TZVPD) results for C39H59N5O4SSe2SiZr as an isolated structure.

```
112
Properties=species:S:1:pos:R:3:mulliken_charge:R:1
Zr 1.67 -0.20 1.24 -0.5437
O 0.09 -0.54 5.34 -0.7701
C 0.53 -0.72 4.21 -0.8452
N 0.47 0.09 3.15 0.6214
C 0.25 1.49 3.45 -0.8118
C 1.62 2.14 3.46 0.8068
C 1.95 3.23 4.24 -0.9728
C 3.23 3.74 4.18 -0.3792
C 4.16 3.14 3.34 -0.9350
C 3.76 2.06 2.58 -0.4383
N 2.52 1.56 2.64 0.5235
C 1.38 -1.94 3.95 0.7900
C 1.44 -2.97 4.87 -0.7768
C 2.41 -3.94 4.72 -0.5380
C 3.31 -3.83 3.68 -0.9697
C 3.17 -2.79 2.78 -0.7322
N 2.21 -1.87 2.89 0.6242
H -0.25 1.63 4.41 0.7102
H -0.35 1.95 2.66 -0.1192
H 1.20 3.66 4.89 0.5193
H 3.51 4.58 4.79 0.4382
H 5.18 3.50 3.27 0.4521
H 4.42 1.55 1.89 0.3664
H 0.74 -2.95 5.70 0.5619
H 2.48 -4.76 5.43 0.4312
H 4.11 -4.54 3.54 0.4606
H 3.85 -2.65 1.95 0.7313
C -0.29 5.87 1.03 -1.1148
C -0.63 5.75 -0.46 0.2863
C -1.89 4.92 -0.72 -0.8855
C -1.70 3.43 -0.49 -0.5717
N -0.86 2.83 -1.53 1.2368
C 0.41 2.40 -1.38 -1.4472
Se 1.45 2.57 0.16 -0.0137
N 0.78 1.80 -2.52 1.6631
C 2.10 1.22 -2.78 -0.5035
C 3.17 2.26 -3.09 -0.3601
C 2.84 3.22 -4.23 -0.6339
C 1.97 4.41 -3.83 -0.8640
C -0.28 1.80 -3.41 1.3931
C -0.42 1.29 -4.70 -0.9216
C -1.65 1.47 -5.31 -0.9145
C -2.70 2.13 -4.67 -1.0077
C -2.56 2.64 -3.39 -0.7376
C -1.33 2.46 -2.78 -0.0941
H 0.60 6.47 1.18 0.3690
H -0.10 4.89 1.47 0.0280
H -1.11 6.34 1.58 0.3787
H 0.21 5.32 -1.00 -0.2719
H -0.78 6.75 -0.88 0.4195
H -2.24 5.08 -1.74 0.3337
H -2.70 5.26 -0.06 0.5467
H -2.65 2.90 -0.51 0.5030
H -1.22 3.21 0.46 -0.3799
H 1.97 0.53 -3.62 0.6648
H 2.39 0.63 -1.91 -0.7100
H 4.07 1.69 -3.33 0.5058
H 3.39 2.82 -2.18 0.1364
H 2.37 2.68 -5.06 0.2237
H 3.78 3.61 -4.63 0.4659
H 0.95 4.13 -3.58 -0.0022
H 1.91 5.14 -4.64 0.4722
H 2.39 4.92 -2.96 0.2721
H 0.39 0.78 -5.20 0.5205
H -1.80 1.08 -6.31 0.4442
H -3.65 2.24 -5.18 0.4129
H -3.37 3.15 -2.89 0.5042
Se 3.77 -0.71 0.16 -0.8810
C -3.37 -0.99 1.87 -1.1744
C -2.89 -2.41 2.16 1.7663
C -2.70 -2.61 3.66 -1.6069
C -3.87 -3.43 1.60 -1.6065
O -1.61 -2.64 1.56 0.8743
Si -0.98 -2.17 0.13 -1.1968
S -0.53 -0.14 -0.08 1.2700
O -2.03 -2.67 -1.02 0.0839
C -2.24 -2.30 -2.39 1.6677
C -2.93 -3.50 -3.03 -1.9648
C -0.91 -2.02 -3.09 -1.0317
C -3.14 -1.07 -2.43 -1.0915
O 0.50 -2.88 0.09 0.1858
C 0.82 -4.30 0.13 1.5155
C 2.28 -4.39 -0.30 -1.3880
C 0.61 -4.85 1.53 -1.2553
C -0.04 -5.07 -0.86 -1.6047
H -4.32 -0.81 2.38 0.5617
H -3.53 -0.83 0.80 0.1465
H -2.64 -0.26 2.22 0.0436
H -3.65 -2.53 4.19 0.4419
H -2.02 -1.85 4.06 0.2676
H -2.27 -3.59 3.84 0.2716
H -4.85 -3.32 2.07 0.4778
H -3.51 -4.44 1.80 0.3035
H -3.98 -3.31 0.52 0.1140
H -2.30 -4.38 -2.98 0.3557
H -3.16 -3.29 -4.08 0.4144
H -3.87 -3.71 -2.51 0.3453
H -0.26 -2.90 -3.05 0.1069
H -0.39 -1.18 -2.63 -0.0823
H -1.10 -1.78 -4.14 0.6529
H -4.07 -1.28 -1.91 0.3270
H -3.37 -0.80 -3.46 0.4956
H -2.65 -0.23 -1.95 -0.0481
H 2.92 -3.82 0.37 0.0293
H 2.40 -3.97 -1.30 0.3106
H 2.61 -5.43 -0.31 0.4133
H 1.05 -4.20 2.28 0.1442
H 1.08 -5.84 1.61 0.5415
H -0.45 -4.95 1.75 0.1494
H 0.10 -4.70 -1.88 0.2824
H -1.10 -5.00 -0.61 0.1991
H 0.25 -6.12 -0.84 0.6215
```

## Properties
Relative energy (zero: lowest compared OMol25 entry of this formula, charge and spin): 1.42 kcal per mole
Molar mass: 971.23 g mol⁻¹



Q: What is the molar mass in the second record?
A: 126.16 g mol⁻¹



Please write out number 5 again, unchanged.
DFT (ωB97M-V/def2-TZVPD) results for a 2-piece molecular cluster, C2H9N2 overall at a distorted geometry.

```
13
Properties=species:S:1:pos:R:3:mulliken_charge:R:1
C 2.45 4.38 -3.52 -0.9966
H 1.44 3.81 -3.50 0.2049
H 2.31 4.67 -4.57 0.2855
H 2.30 5.35 -3.02 0.2409
H 3.13 3.87 -2.83 0.2653
N -1.27 -3.73 1.49 -0.3117
C -1.89 -2.61 1.97 0.2900
N -1.26 -1.84 2.90 -0.3256
H -0.35 -3.90 1.86 0.2345
H -1.88 -4.34 1.05 0.2559
H -2.82 -2.22 1.51 0.3307
H -1.81 -1.20 3.45 0.2757
H -0.35 -2.25 3.21 0.2505
```

## Properties
Relative energy (zero: lowest compared OMol25 entry of this formula, charge and spin): 34.84 kcal per mole
Molar mass: 61.11 g mol⁻¹
Total charge: +1